Entry 1:
105
Properties=species:S:1:pos:R:3:forces:R:3:mulliken_spin:R:1 method="wB97M-V/def2-TZVPD" gap_ev="5.196 / 5.748" spin_multiplicity=2 lumo_ev="-0.79 / -0.79" energy_ha=-8052.49174
Ti -0.4841 -0.7176 1.0845 2.9 0.2 2.5 0.91
C -2.9693 -2.6499 1.6011 -3.2 -0.5 3.6 0.01
O -2.3333 -1.2396 1.3772 -1.8 -1.5 1.9 -0.12
C -3.1807 -0.1991 1.3488 -0.9 -0.1 0.8 -0.02
C -4.5477 -0.3197 1.5285 0.1 0.8 -0.1 0.00
C -5.2816 0.8660 1.5193 -0.4 -0.3 0.0 0.00
Br -7.1510 0.7365 1.7802 0.0 0.1 0.0 0.00
C -4.7133 2.0917 1.3515 0.9 1.2 -0.3 0.00
C -3.3013 2.2352 1.1509 -1.7 -1.1 0.3 0.00
C -2.5809 1.0508 1.1576 1.7 0.9 -0.3 0.05
O -1.1926 1.0909 0.9924 -2.8 4.6 -0.2 0.04
C -2.6630 3.5217 0.9601 1.2 1.6 -0.3 0.00
N -1.3296 3.6981 0.8038 -2.1 -0.1 0.2 0.00
C -1.1376 5.0958 0.6433 -2.3 -0.7 0.3 0.00
C 0.0001 5.8270 0.4614 0.9 0.3 -0.1 0.00
C -0.1163 7.2079 0.3391 -0.2 0.2 0.0 0.00
C -1.3621 7.8554 0.4027 0.1 -0.4 0.0 0.00
C -2.5388 7.1279 0.5876 -0.1 0.3 0.1 0.00
C -2.4156 5.7627 0.7095 0.9 -2.2 0.1 0.00
N -3.3506 4.7152 0.9023 1.0 0.3 -0.1 0.00
H -4.0586 -2.3074 1.0796 3.3 -2.8 0.5 0.00
H -3.3978 -2.7111 2.6357 0.1 2.4 0.3 0.00
H -2.4801 -3.7797 2.0719 -0.8 2.7 -2.9 0.01
H -5.0642 -1.2609 1.6753 0.0 0.4 0.2 0.00
H -5.3403 2.9824 1.3705 0.1 -0.3 0.0 0.00
H -0.9945 2.2284 0.8742 0.5 -1.6 0.2 0.01
H 0.9513 5.3071 0.4212 0.0 0.2 0.0 0.00
H 0.7670 7.8219 0.1889 -0.1 -0.2 0.0 0.00
H -1.3943 8.9346 0.2900 -0.1 -0.2 0.1 0.00
H -3.5182 7.5932 0.6540 0.2 0.1 -0.1 0.00
H -4.3467 4.8460 0.9913 0.2 -0.2 0.0 0.00
C 4.2792 1.4619 -3.5967 0.5 0.1 -0.7 0.00
C 3.4750 1.0562 -2.4032 -0.6 -0.3 -0.3 0.00
C 3.9779 1.2179 -1.1107 -0.5 -0.3 0.3 0.03
C 3.2354 0.8723 0.0107 -0.4 -0.2 -0.4 0.00
C 3.7960 1.0086 1.4000 -0.8 -1.2 1.4 -0.01
O 3.3464 0.3022 2.3114 0.9 1.4 -1.3 0.00
C 4.9204 1.9532 1.7639 0.7 0.3 0.6 0.00
C 5.2478 3.1046 1.0414 -0.3 -0.6 0.2 0.00
C 6.2859 3.9285 1.4516 0.1 0.3 0.0 0.00
C 7.0104 3.6411 2.5988 0.0 0.1 -0.2 0.00
C 6.6907 2.5148 3.3474 -0.1 -0.2 0.3 0.00
C 5.6539 1.6856 2.9610 -0.8 0.0 -1.3 0.00
C 1.9224 0.2706 -0.1789 -0.3 -0.1 0.9 0.00
O 1.2350 -0.0508 0.8954 1.4 0.6 -2.2 -0.09
C 1.3911 0.0488 -1.5074 0.8 0.4 -0.7 0.06
C 2.2166 0.4971 -2.5915 -0.3 -0.1 1.1 0.00
C 0.0910 -0.5852 -1.8354 -1.3 -0.6 1.7 0.06
N -0.7753 -0.9125 -0.8647 1.4 1.0 -2.8 -0.01
C -2.0113 -1.6754 -1.0233 0.7 -0.9 -2.8 0.02
C -1.8256 -2.9407 -0.2674 0.2 -3.0 0.4 -0.01
Te -3.6085 -4.1992 -0.4280 1.3 -0.2 -1.7 0.02
C -2.7248 -4.7520 -2.2994 -0.6 -0.4 0.2 0.00
C -3.1907 -4.1751 -3.4826 0.4 -0.5 0.5 0.00
C -2.5977 -4.5328 -4.6868 -0.2 0.4 -0.2 0.00
C -1.5515 -5.4395 -4.7152 0.0 -0.1 0.1 0.00
C -1.0924 -6.0048 -3.5281 0.1 0.0 0.1 0.00
C -1.6709 -5.6720 -2.3143 -0.4 0.3 -0.3 0.00
C -0.2807 -0.9336 -3.2343 0.1 -0.1 -1.6 0.02
C -1.5135 -0.5368 -3.8233 0.9 0.1 0.8 0.01
C -1.8251 -0.8597 -5.1329 0.3 -0.1 0.0 0.00
C -0.9319 -1.5986 -5.9107 0.1 0.1 0.3 0.01
C 0.2814 -2.0111 -5.3583 -0.3 0.0 -0.2 -0.01
C 0.6005 -1.6904 -4.0468 -0.5 0.4 0.7 0.02
H 5.2546 1.8793 -3.2881 -0.4 -0.1 -0.2 0.00
H 3.7527 2.2097 -4.2142 0.2 -0.1 0.3 0.00
H 4.4694 0.6092 -4.2754 0.0 0.3 0.4 0.00
H 4.9809 1.5964 -0.9743 0.0 0.0 -0.1 0.00
H 4.6704 3.3332 0.1575 0.1 0.2 0.0 0.00
H 6.5331 4.8097 0.8694 0.0 0.0 0.0 0.00
H 7.8260 4.2936 2.9024 -0.1 -0.1 0.0 0.00
H 7.2482 2.2743 4.2488 -0.1 0.1 -0.1 0.00
H 5.3649 0.8002 3.5144 0.1 0.1 0.1 0.00
H 1.8226 0.3973 -3.5975 0.2 0.1 0.1 0.01
H -2.1838 -1.9436 -2.0780 0.0 0.3 0.1 0.00
H -2.8774 -1.0528 -0.7557 0.2 -0.5 0.1 -0.01
H -0.7012 -2.8895 0.7325 -0.8 1.9 0.1 0.02
H -0.9935 -3.6804 -0.4904 -0.9 1.0 -1.4 0.01
H -4.0066 -3.4660 -3.4176 0.0 0.0 -0.2 0.00
H -2.9694 -4.0563 -5.5910 0.2 -0.2 0.0 0.00
H -1.0890 -5.7203 -5.6512 0.0 0.0 -0.1 0.00
H -0.2823 -6.7199 -3.5405 0.1 -0.1 -0.1 0.00
H -1.3288 -6.1051 -1.3788 0.0 0.0 -0.2 0.00
H -2.2089 0.0517 -3.2268 0.1 -0.1 -0.1 0.00
H -2.7677 -0.5202 -5.5374 0.0 0.0 -0.1 0.00
H -1.1934 -1.8542 -6.9325 0.1 0.0 0.1 0.00
H 0.9812 -2.5939 -5.9508 -0.1 0.1 0.1 0.00
H 1.5342 -2.0309 -3.6117 0.0 0.0 -0.1 0.00
H -0.0213 -2.2983 1.1210 1.0 -2.6 0.3 -0.02
C -0.5618 -3.6873 3.5068 0.0 -1.1 0.1 0.00
Ge 0.5390 -2.1251 3.9131 0.0 1.0 -0.5 0.00
C 2.3025 -2.3521 3.1072 0.3 -0.4 0.1 0.00
C 0.7312 -1.9575 5.8416 0.0 -0.3 0.8 0.00
C -0.3147 -0.5204 3.1965 -0.2 -0.3 0.8 -0.01
H -0.1003 -4.6037 3.9160 -0.1 0.3 0.0 0.00
H -0.6318 -3.8583 2.4174 0.0 0.1 0.7 0.00
H -1.5600 -3.6107 3.9621 0.2 0.0 -0.2 0.00
H 2.7562 -3.2762 3.5115 0.0 0.4 -0.2 0.00
H 2.9232 -1.4710 3.3309 -0.2 -0.6 0.0 0.00
H 2.2299 -2.4504 2.0120 0.0 0.1 0.4 0.00
H 1.2088 -2.8546 6.2712 -0.2 0.3 0.0 0.00
H -0.2568 -1.8318 6.3208 0.4 0.0 -0.2 0.00
H 1.3572 -1.0882 6.0909 -0.2 -0.2 -0.1 0.00
H 0.3098 0.3534 3.4555 -0.1 -0.3 -0.1 0.00
H -1.2792 -0.3940 3.7165 0.1 0.0 0.0 0.00



Entry 2:
3
Properties=species:S:1:pos:R:3:forces:R:3:nbo_charge:R:1 method="wB97M-V/def2-TZVPD" gap_ev=12.514 spin_multiplicity=1 relative_energy_kj_mol=29.49 lumo_ev=1.04 smiles=O energy_ha=-76.42238
O 0.5106 -0.0216 0.0000 -0.5 -3.8 0.0 -0.97
H 0.0884 0.8255 0.0000 -1.1 0.1 0.0 0.48
H -0.1166 -0.8705 0.0000 1.6 3.6 0.0 0.49



Entry 3:
49
Properties=species:S:1:pos:R:3:forces:R:3:nbo_charge:R:1 method="wB97M-V/def2-TZVPD" gap_ev=10.590 spin_multiplicity=1 relative_energy_kj_mol=0.00 charge=+1 lumo_ev=-2.12 energy_ha=-996.82208
C -2.0638 -0.3163 1.4049 -1.1 -0.6 -0.2 -0.24
N -2.7514 0.8338 0.7916 -0.6 0.5 1.0 -0.67
C -1.9508 2.0837 0.8415 0.1 0.0 -1.0 -0.44
C -1.0893 -0.9567 0.4118 0.0 -0.5 0.7 -0.06
N 0.3030 -0.3782 0.6076 0.3 -0.4 1.3 -0.79
C -0.1414 -3.1278 -0.5427 0.3 0.3 0.4 -0.63
C -1.0151 -2.4855 0.5704 -0.9 -0.6 -1.4 -0.41
H -1.5176 -0.0753 2.3301 -0.2 0.1 0.0 0.19
H -2.8685 -1.0695 1.6527 1.0 0.7 -0.2 0.23
H -3.6664 0.9922 1.2865 1.4 -0.2 -0.6 0.38
H -1.4926 2.2910 1.8183 0.0 -0.3 -0.2 0.20
H -2.6332 2.9147 0.6297 0.3 -0.1 -0.1 0.22
H -1.1513 2.0756 0.0263 -1.1 0.0 1.2 0.19
H -1.4343 -0.7201 -0.6012 0.4 0.0 0.1 0.22
H 0.6628 -0.4886 1.6200 -0.8 -0.1 -1.7 0.45
H 0.3482 0.6465 0.3829 0.0 -1.1 -0.2 0.47
H 1.0062 -0.8619 -0.0356 -0.6 0.8 0.4 0.47
H 0.9345 -2.9176 -0.3636 -0.6 -0.2 -0.2 0.20
H -0.4139 -2.7960 -1.5522 0.0 0.3 0.3 0.23
H -0.2667 -4.2024 -0.5628 0.1 -0.3 0.2 0.23
H -2.0604 -2.9489 0.4980 1.3 1.0 0.1 0.23
H -0.6471 -2.7542 1.5524 0.2 0.0 0.3 0.21
H -0.8576 1.8553 -3.8619 0.1 -0.1 0.0 0.50
H -1.5132 0.9756 -2.7700 -0.9 -0.1 0.2 0.52
O -0.6598 1.2558 -3.1339 0.6 0.4 -0.4 -1.00
H 0.4626 1.6674 -1.8235 -1.0 0.2 -1.4 0.51
H 0.9858 2.3849 -0.5817 0.0 2.1 1.0 0.50
O 1.0189 1.5871 -1.0683 1.1 -1.7 0.1 -1.02
H 2.5863 -1.0519 3.5431 0.6 -0.9 2.0 0.49
H 2.8408 -1.0956 2.0415 0.0 0.1 0.2 0.52
O 2.2941 -0.6679 2.7535 -0.4 0.6 -2.2 -1.01
H 1.0047 2.9640 1.4339 0.3 -1.8 2.2 0.50
H 1.5366 4.1591 0.7505 -0.2 0.2 -0.2 0.49
O 0.8155 3.5187 0.7171 0.0 2.0 -1.9 -0.96
H 3.2361 -1.6060 -0.0498 -0.5 0.4 -0.8 0.51
H 4.4609 -2.1062 0.6196 2.5 -0.5 -0.1 0.49
O 3.5659 -1.9575 0.7794 -1.9 0.1 0.9 -0.97
H 0.8960 -1.3118 -4.2137 -0.2 0.3 0.2 0.50
H 0.1432 -0.2369 -3.2881 0.3 -0.4 -0.6 0.51
O 0.6245 -1.0991 -3.3098 0.1 -0.1 0.1 -0.99
H 1.1216 2.1018 3.5808 0.0 0.4 1.1 0.49
H 1.6734 0.9437 2.7288 0.3 -0.2 0.3 0.51
O 1.0996 1.7264 2.7187 -0.3 -0.2 -1.1 -1.00
H 2.2848 0.2232 -1.2498 -0.2 -0.2 -0.2 0.52
H 1.7977 -1.0412 -2.0899 0.4 0.5 0.7 0.53
O 2.2712 -0.7506 -1.2444 0.0 -0.6 -0.7 -1.03
H -2.9865 0.5626 -1.1649 -0.3 0.2 0.8 0.51
H -3.8026 0.8054 -2.4573 -0.9 0.4 -0.3 0.49
O -2.9919 0.4554 -2.1265 1.1 -0.5 -0.2 -0.98



Entry 4:
51
Properties=species:S:1:pos:R:3:forces:R:3:nbo_charge:R:1 method="wB97M-V/def2-TZVPD" gap_ev=8.650 spin_multiplicity=1 relative_energy_kj_mol=1781.66 lumo_ev=-0.14 smiles="CCC(=O)Oc1ccc(C(=O)Nc2cccc(C(=O)NCC(C)C)c2)cc1" energy_ha=-1224.51952
C -4.8481 -0.7179 0.7016 -0.8 1.9 -4.2 -0.61
C -4.4004 -1.6738 -0.5390 -4.1 -2.7 5.2 -0.47
C -3.1550 -2.3586 -0.2006 -10.2 -9.7 5.3 0.78
O -3.2523 -3.5255 0.3904 0.9 4.5 -1.2 -0.66
O -2.1943 -1.9711 -0.7550 6.5 4.5 -3.5 -0.42
C -0.9851 -2.3014 -0.2726 -1.7 1.9 -3.9 0.15
C -0.0602 -2.0185 -1.1133 7.3 4.2 -11.8 -0.15
C 1.3337 -2.1797 -1.1817 -4.5 -2.4 6.8 -0.21
C 1.6811 -2.8186 0.0212 2.8 -1.4 2.6 -0.09
C 0.8033 -3.2418 1.0373 -3.3 3.6 -2.8 -0.18
C -0.6231 -2.6703 0.8614 4.4 -6.5 8.0 -0.18
H -1.4097 -3.0347 1.4775 -0.1 0.0 1.2 0.26
H 1.0837 -3.8966 1.8320 0.1 0.1 0.5 0.25
C 3.1760 -3.1373 0.3958 -8.2 -10.3 -1.0 0.66
O 3.4810 -4.3664 0.5326 -0.5 2.7 0.4 -0.64
N 4.0286 -2.2847 0.2931 11.2 0.0 -0.9 -0.58
C 3.9811 -1.0384 0.0516 -6.6 11.7 2.4 0.14
C 2.8501 -0.2315 0.6511 3.7 0.6 -3.0 -0.14
C 2.8400 1.2896 0.2774 -12.4 -10.7 10.5 -0.22
C 3.6529 1.9191 -0.2912 11.4 10.0 -12.3 -0.15
C 4.7252 1.1852 -1.0136 -5.4 0.1 5.3 -0.21
C 4.7821 -0.0787 -0.5794 6.0 -5.0 -4.0 -0.19
H 5.7386 -0.5877 -1.0983 -1.6 0.7 1.3 0.18
H 5.4618 1.7736 -1.3093 3.5 1.7 -2.1 0.21
H 3.5959 3.1087 -0.7989 -0.3 -3.3 2.4 0.21
C 1.6154 1.8548 0.9365 -3.4 -0.3 2.3 0.68
O 1.0761 1.2893 2.0074 2.3 3.6 -5.3 -0.63
N 1.0374 2.9943 0.1712 -1.9 -4.6 19.0 -0.56
H 1.2864 2.9672 -0.6087 4.5 0.0 -15.6 0.34
C -0.2330 3.4008 0.6025 0.0 4.3 -9.4 -0.21
H -0.4805 3.2574 1.5091 -1.1 -1.4 6.6 0.21
H -0.1980 4.5040 0.3578 -0.3 -0.5 1.1 0.18
C -1.3654 3.0173 -0.3809 -4.1 -6.7 15.6 -0.12
C -1.5710 1.3324 -0.3644 -1.9 4.7 -0.1 -0.64
H -1.7863 1.0772 0.6816 -0.1 -0.3 -0.6 0.22
H -0.5974 1.1632 -0.6313 2.2 -1.9 -0.8 0.20
H -2.3371 1.1387 -1.1544 0.7 -0.4 0.9 0.21
C -2.7008 3.6872 0.2580 0.3 2.4 -9.1 -0.60
H -3.5205 3.4164 -0.6628 1.6 0.3 3.1 0.20
H -2.7092 4.8770 0.0408 0.3 -2.6 1.4 0.21
H -2.8993 3.3152 1.1660 -1.1 -0.9 3.3 0.20
H -1.2786 3.3400 -1.1892 1.8 4.8 -12.8 0.13
H 2.0708 -0.7145 1.2332 0.1 0.7 -0.1 0.25
H 5.0025 -2.7407 0.1981 -1.7 0.8 0.4 0.42
H 1.9904 -1.8903 -1.8771 1.9 1.2 -2.6 0.22
H -0.1268 -1.4616 -2.1990 -1.9 -1.2 2.6 0.22
H -4.2869 -1.2045 -1.4037 0.2 2.6 -3.6 0.21
H -5.2402 -2.5130 -0.6576 1.9 1.8 0.2 0.24
H -4.0607 0.0778 0.6837 -0.5 -0.8 1.2 0.22
H -5.1991 -1.2181 1.5792 0.7 -0.3 0.6 0.23
H -5.7750 -0.1106 0.3339 1.4 -1.1 0.5 0.21



Copy entry 3 word for word.
49
Properties=species:S:1:pos:R:3:forces:R:3:nbo_charge:R:1 method="wB97M-V/def2-TZVPD" gap_ev=10.590 spin_multiplicity=1 relative_energy_kj_mol=0.00 charge=+1 lumo_ev=-2.12 energy_ha=-996.82208
C -2.0638 -0.3163 1.4049 -1.1 -0.6 -0.2 -0.24
N -2.7514 0.8338 0.7916 -0.6 0.5 1.0 -0.67
C -1.9508 2.0837 0.8415 0.1 0.0 -1.0 -0.44
C -1.0893 -0.9567 0.4118 0.0 -0.5 0.7 -0.06
N 0.3030 -0.3782 0.6076 0.3 -0.4 1.3 -0.79
C -0.1414 -3.1278 -0.5427 0.3 0.3 0.4 -0.63
C -1.0151 -2.4855 0.5704 -0.9 -0.6 -1.4 -0.41
H -1.5176 -0.0753 2.3301 -0.2 0.1 0.0 0.19
H -2.8685 -1.0695 1.6527 1.0 0.7 -0.2 0.23
H -3.6664 0.9922 1.2865 1.4 -0.2 -0.6 0.38
H -1.4926 2.2910 1.8183 0.0 -0.3 -0.2 0.20
H -2.6332 2.9147 0.6297 0.3 -0.1 -0.1 0.22
H -1.1513 2.0756 0.0263 -1.1 0.0 1.2 0.19
H -1.4343 -0.7201 -0.6012 0.4 0.0 0.1 0.22
H 0.6628 -0.4886 1.6200 -0.8 -0.1 -1.7 0.45
H 0.3482 0.6465 0.3829 0.0 -1.1 -0.2 0.47
H 1.0062 -0.8619 -0.0356 -0.6 0.8 0.4 0.47
H 0.9345 -2.9176 -0.3636 -0.6 -0.2 -0.2 0.20
H -0.4139 -2.7960 -1.5522 0.0 0.3 0.3 0.23
H -0.2667 -4.2024 -0.5628 0.1 -0.3 0.2 0.23
H -2.0604 -2.9489 0.4980 1.3 1.0 0.1 0.23
H -0.6471 -2.7542 1.5524 0.2 0.0 0.3 0.21
H -0.8576 1.8553 -3.8619 0.1 -0.1 0.0 0.50
H -1.5132 0.9756 -2.7700 -0.9 -0.1 0.2 0.52
O -0.6598 1.2558 -3.1339 0.6 0.4 -0.4 -1.00
H 0.4626 1.6674 -1.8235 -1.0 0.2 -1.4 0.51
H 0.9858 2.3849 -0.5817 0.0 2.1 1.0 0.50
O 1.0189 1.5871 -1.0683 1.1 -1.7 0.1 -1.02
H 2.5863 -1.0519 3.5431 0.6 -0.9 2.0 0.49
H 2.8408 -1.0956 2.0415 0.0 0.1 0.2 0.52
O 2.2941 -0.6679 2.7535 -0.4 0.6 -2.2 -1.01
H 1.0047 2.9640 1.4339 0.3 -1.8 2.2 0.50
H 1.5366 4.1591 0.7505 -0.2 0.2 -0.2 0.49
O 0.8155 3.5187 0.7171 0.0 2.0 -1.9 -0.96
H 3.2361 -1.6060 -0.0498 -0.5 0.4 -0.8 0.51
H 4.4609 -2.1062 0.6196 2.5 -0.5 -0.1 0.49
O 3.5659 -1.9575 0.7794 -1.9 0.1 0.9 -0.97
H 0.8960 -1.3118 -4.2137 -0.2 0.3 0.2 0.50
H 0.1432 -0.2369 -3.2881 0.3 -0.4 -0.6 0.51
O 0.6245 -1.0991 -3.3098 0.1 -0.1 0.1 -0.99
H 1.1216 2.1018 3.5808 0.0 0.4 1.1 0.49
H 1.6734 0.9437 2.7288 0.3 -0.2 0.3 0.51
O 1.0996 1.7264 2.7187 -0.3 -0.2 -1.1 -1.00
H 2.2848 0.2232 -1.2498 -0.2 -0.2 -0.2 0.52
H 1.7977 -1.0412 -2.0899 0.4 0.5 0.7 0.53
O 2.2712 -0.7506 -1.2444 0.0 -0.6 -0.7 -1.03
H -2.9865 0.5626 -1.1649 -0.3 0.2 0.8 0.51
H -3.8026 0.8054 -2.4573 -0.9 0.4 -0.3 0.49
O -2.9919 0.4554 -2.1265 1.1 -0.5 -0.2 -0.98